Density functional theory data (ωB97M-V with the def2-TZVPD basis set) for a structure of composition C25H39N13S3Ti at a distorted geometry.

XYZ file:
```
81
Properties=species:S:1:pos:R:3
Ti 0.07 -0.67 0.12
N 0.04 -1.03 2.30
C -0.27 0.05 3.29
C -1.57 0.74 2.91
C -1.38 1.77 1.79
N -0.39 1.33 0.77
H -0.62 -1.79 2.48
H 0.95 -1.42 2.55
H 0.55 0.76 3.31
H -0.35 -0.38 4.29
H -1.99 1.25 3.78
H -2.30 -0.03 2.62
H -1.04 2.71 2.23
H -2.33 1.97 1.30
H 0.53 1.59 1.13
H -0.52 1.98 -0.05
N 2.28 2.04 -0.51
C 2.83 0.89 -0.13
N 4.13 0.92 0.11
C 4.70 -0.21 0.53
N 5.99 -0.21 0.79
N 4.02 -1.38 0.68
C 2.75 -1.34 0.42
N 2.04 -0.23 0.05
C 2.00 -2.61 0.47
C 2.62 -3.78 0.88
C 1.90 -4.97 0.86
C 0.59 -4.93 0.40
C 0.04 -3.73 0.02
N 0.71 -2.55 0.06
H 2.89 2.84 -0.57
H 1.33 2.17 -0.87
H 6.52 0.63 0.65
H 6.46 -1.06 1.08
H 3.65 -3.74 1.20
H 2.36 -5.90 1.17
H -0.01 -5.83 0.35
H -0.98 -3.70 -0.35
N -3.18 2.44 -3.30
C -2.89 0.98 -3.13
C -1.48 0.70 -3.65
C -0.90 -0.63 -3.14
N 0.16 -0.43 -2.09
C -1.99 -1.54 -2.59
C -2.78 -0.90 -1.44
N -2.07 -1.12 -0.14
C -2.97 0.62 -1.65
H -3.13 2.73 -4.28
H -2.46 3.00 -2.75
H -4.11 2.69 -2.95
H -3.64 0.43 -3.70
H -0.83 1.52 -3.33
H -1.48 0.70 -4.74
H -0.44 -1.13 -3.99
H 0.72 0.39 -2.34
H 0.81 -1.21 -2.19
H -1.54 -2.48 -2.25
H -2.67 -1.80 -3.40
H -3.75 -1.38 -1.40
H -2.22 -2.09 0.12
H -2.57 -0.58 0.57
H -2.16 1.15 -1.14
H -3.92 0.93 -1.21
S 0.38 8.45 0.80
C 0.40 6.97 0.09
S -0.99 6.27 -0.71
C -0.10 4.78 -0.93
N 1.10 4.82 -0.47
N 1.41 6.03 0.07
C 2.73 6.19 0.58
C 3.27 5.14 1.32
C 4.56 5.26 1.83
C 5.30 6.40 1.60
C 4.76 7.44 0.85
C 3.47 7.34 0.34
S -0.74 3.34 -1.65
H 2.68 4.26 1.50
H 4.97 4.45 2.43
H 6.29 6.50 2.01
H 5.34 8.33 0.66
H 3.06 8.14 -0.25
```

Calculated values
charge	+3
2S+1	2
ΔE to the lowest compared entry with this formula, charge and spin	105.4	kJ/mol
LUMO level (spin up / spin down)	-9.7 / -9.6	eV
highest occupied orbital energy (spin up / spin down)	-13.27 / -13.27	eV
molecular weight	665.75	g mol⁻¹

Here are the Löwdin charges for atoms 1 to 5, given in e:
1. Ti 1.02
2. N -0.03
3. C -0.18
4. C -0.16
5. C -0.19

---

Density functional theory data (ωB97M-V with the def2-TZVPD basis set) for the molecule C3H2N2 at a distorted geometry.

XYZ file:
```
7
Properties=species:S:1:pos:R:3
C -0.43 1.54 -0.27
C 0.66 -1.00 0.72
C 0.06 -0.88 -0.42
N -0.53 2.67 -0.47
N -0.75 0.26 -0.10
H 0.88 -1.00 1.75
H 0.11 -1.59 -1.22
```

Calculated values
ΔE to the lowest compared entry with this formula, charge and spin	438.8	kJ/mol
LUMO level (spin up / spin down)	-1.6 / -1.5	eV
highest occupied orbital energy (spin up / spin down)	-9.66 / -9.68	eV
molecular weight	66.06	g mol⁻¹

Here are the Löwdin charges for atoms 1 to 5, given in e:
1. C -0.40
2. C 0.26
3. C -0.22
4. N 0.12
5. N 0.06

---

Density functional theory data (ωB97M-V with the def2-TZVPD basis set) for a cluster of 2 separate species, C7H13N7 in total at a distorted geometry.

XYZ file:
```
27
Properties=species:S:1:pos:R:3
C -3.05 1.81 -0.23
C -1.16 1.34 -1.17
C 3.95 1.62 -0.38
C 3.26 0.50 0.04
C 1.09 -0.36 0.64
C -0.35 -2.61 -0.98
C -0.28 -0.40 0.50
N -2.27 2.02 -1.29
N 1.92 0.59 0.20
N -2.33 1.00 0.60
N -1.13 0.62 0.00
N -0.55 -1.95 -1.93
N -2.63 0.59 1.85
N -0.18 -3.44 -0.02
H -4.07 2.08 -0.06
H -0.49 1.48 -2.00
H 5.01 1.44 -0.11
H 3.58 2.50 -0.92
H 3.88 -0.33 0.36
H 1.55 -1.12 1.27
H -0.85 -1.07 1.15
H 1.43 1.41 -0.09
H -0.86 -1.51 -2.69
H -1.86 0.50 2.45
H -3.53 0.82 2.12
H 0.28 -4.37 -0.32
H -0.37 -3.17 0.99
```

Calculated values
charge	+2
ΔE to the lowest compared entry with this formula, charge and spin	358.0	kJ/mol
LUMO level	-7.2	eV
highest occupied orbital energy	-14.56	eV
molecular weight	195.23	g mol⁻¹

Here are the Löwdin charges for atoms 1 to 5, given in e:
1. C 0.00
2. C -0.09
3. C 0.08
4. C -0.19
5. C -0.08